Entry from the Open Molecules 2025 dataset: C32H35N4O3STl as an isolated structure in a non-equilibrium geometry (ωB97M-V/def2-TZVPD).

Output
LUMO (alpha / beta): -1.6456 / -1.1595 eV
Gap between HOMO and LUMO (alpha / beta): 0.2006 / 0.2183 Ha
ΔE to the lowest compared entry with this formula, charge and spin: 54.4 kcal/mol

Last column: Mulliken charge in e.
Positions of all 76 atoms, in Å:
Tl 0.8539 0.6338 -0.4328  1.081
C 1.9923 0.2759 3.7886  -1.593
C 2.6517 -0.1073 2.5005  0.605
C 3.3749 0.8350 1.7768  -0.324
C 4.0140 0.4903 0.5969  -0.518
C 3.9423 -0.8111 0.1241  -0.435
C 3.2096 -1.7539 0.8274  -0.413
C 2.5716 -1.4052 2.0058  -0.164
H 1.8546 1.3531 3.8422  0.329
H 2.6098 -0.0315 4.6338  0.436
H 1.0208 -0.2034 3.8863  0.281
H 3.4368 1.8509 2.1412  0.300
H 4.5668 1.2385 0.0475  0.396
H 4.4579 -1.0890 -0.7842  0.402
H 3.1321 -2.7632 0.4508  0.375
H 2.0041 -2.1499 2.5455  0.395
O -3.1273 -0.4875 1.9408  -0.582
C -3.0315 0.3047 3.0225  0.143
C -3.8262 0.0226 4.1350  -0.651
C -3.7756 0.8264 5.2552  -0.349
C -2.9201 1.9219 5.3022  -0.723
C -2.1051 2.1921 4.2230  -0.406
C -2.1439 1.3959 3.0792  0.099
C -1.2589 1.6768 1.9394  0.684
O -1.4143 1.0782 0.8446  -0.585
N -0.3267 2.6166 2.1505  -0.934
N 0.5013 2.8076 1.1557  0.740
C 1.2912 3.8114 1.0417  -1.140
C 2.0556 3.9503 -0.1776  1.046
C 2.9816 4.9847 -0.3702  -1.019
C 3.6023 5.0982 -1.5996  -0.266
C 3.2769 4.2048 -2.6119  -0.782
C 2.3766 3.1911 -2.3250  0.044
N 1.7962 3.0671 -1.1492  -0.055
H -2.5124 -0.0979 1.2595  0.348
H -4.4847 -0.8312 4.0875  0.418
H -4.4095 0.5990 6.1001  0.388
H -2.8958 2.5551 6.1772  0.404
H -1.4221 3.0288 4.2340  0.427
H 1.3518 4.6041 1.7888  0.299
H 3.2050 5.6784 0.4276  0.411
H 4.3352 5.8731 -1.7717  0.424
H 3.7151 4.2907 -3.5920  0.426
H 2.0930 2.4446 -3.0555  0.292
C -2.1764 -0.0449 -1.9768  -0.727
C -1.6401 -0.5798 -3.2554  0.504
C -2.4065 -1.3118 -4.1331  -0.608
C -1.8722 -1.8187 -5.3118  -0.578
C -0.5222 -1.6364 -5.5981  -0.748
C 0.3012 -0.9387 -4.7535  1.148
C 1.7456 -0.7176 -5.0629  -1.427
C -0.2467 -0.3191 -3.5625  0.242
N 0.4846 0.4809 -2.8783  -0.491
H -3.2582 -0.1405 -1.9150  0.471
H -1.8943 1.0037 -1.8586  0.373
H -1.7286 -0.5625 -1.1242  -0.373
H -3.4543 -1.4791 -3.9144  0.419
H -2.4990 -2.3580 -6.0060  0.409
H -0.1071 -2.0715 -6.4950  0.396
H 2.0598 -1.3222 -5.9105  0.420
H 2.3535 -0.9578 -4.1913  0.227
H 1.9190 0.3312 -5.2976  0.271
O -0.3125 -1.7288 0.2467  -0.515
S -0.2073 -3.1994 0.2639  0.092
C -1.3831 -3.7265 1.5994  -0.293
C -2.5377 -4.4630 0.9450  -0.724
C -2.7350 -3.8034 -0.4151  -0.400
C -1.3605 -3.7843 -1.0561  -0.373
H -1.7137 -2.7917 2.0508  -0.096
H -0.8394 -4.3263 2.3255  0.502
H -3.4311 -4.3888 1.5636  0.374
H -2.3017 -5.5213 0.8112  0.306
H -3.0870 -2.7797 -0.2707  0.115
H -3.4581 -4.3382 -1.0320  0.457
H -1.2776 -3.1000 -1.8970  -0.127
H -1.0338 -4.7801 -1.3525  0.502